Record 1
Computed, not measured: C4H4O2 as an isolated structure in a non-equilibrium geometry, with ωB97M-V/def2-TZVPD.

The relative energy (zero: lowest compared OMol25 entry of this formula, charge and spin) comes out at 560.2 kJ/mol. The spin multiplicity is 1. As for the HOMO energy: -9.4 eV. The value obtained for the total energy is -305.06609 Ha.

The geometry in XYZ format:
```
10
Properties=species:S:1:pos:R:3:mulliken_charge:R:1
O 0.84245 -0.76502 0.76811 -0.20
C 1.57674 -0.08357 -0.03675 -0.09
C 1.78244 0.35750 -1.16828 -0.07
C -1.34111 0.35840 0.61992 -0.61
H -0.53482 0.96662 0.63714 0.30
C 0.05503 -1.35097 -0.23383 -0.17
H -2.13792 0.78757 0.10265 0.28
H 2.41959 0.72056 -1.92966 0.36
H -1.54729 -0.18678 1.49873 0.30
O -1.11511 -0.80432 -0.25803 -0.09
```

---

Record 2
Computed, not measured: one molecule with the formula C4H4O2 in a non-equilibrium geometry, with ωB97M-V/def2-TZVPD.

The relative energy (zero: lowest compared OMol25 entry of this formula, charge and spin) comes out at 166.2 kJ/mol. The spin multiplicity is 1. As for the HOMO energy: -10.5 eV. The value obtained for the total energy is -305.21616 Ha.

The geometry in XYZ format:
```
10
Properties=species:S:1:pos:R:3:mulliken_charge:R:1
H -2.24859 1.50196 -0.14395 0.35
H 3.96714 0.58915 -0.06145 0.38
C 2.96781 0.16727 -0.07776 0.05
C -1.77869 0.51651 -0.03023 0.15
O -0.41731 0.64677 0.13912 -0.26
C 1.81006 -0.21250 -0.07820 -0.33
H 0.30753 -1.19151 1.06658 0.25
O -2.35988 -0.51569 -0.09288 -0.45
C 0.36318 -0.60041 0.10430 -0.45
H 0.01726 -1.17348 -0.73968 0.31
```

---

Record 3
Computed, not measured: C4H4O2Rh as an isolated structure in a non-equilibrium geometry, with ωB97M-V/def2-TZVPD.

The relative energy (zero: lowest compared OMol25 entry of this formula, charge and spin) comes out at 0.0 kJ/mol. The spin multiplicity is 5. As for the HOMO energy (spin up / spin down): -12.7 / -14.1 eV. Its charge is +1. The value obtained for the total energy is -415.29611 Ha.

The geometry in XYZ format:
```
11
Properties=species:S:1:pos:R:3:mulliken_charge:R:1
Rh 0.47635 -5.12112 1.77938 0.60
C -3.39948 -0.06509 -0.73606 0.05
H -3.11298 0.38038 -1.70825 0.28
O -1.04357 -4.09454 0.53373 -0.47
H -0.71921 -2.29532 1.39866 0.32
C -2.06441 -2.14192 -0.33040 -0.32
O -4.02877 0.60083 0.10257 -0.40
H -2.63231 -0.43508 1.03789 0.30
H -2.55504 -2.70717 -1.12832 0.34
C -1.24848 -2.89522 0.62998 0.46
C -2.36385 -0.86238 -0.07758 -0.16
```

---

Record 4
Computed, not measured: a 2-piece molecular cluster, C4H4O2S overall in a non-equilibrium geometry, with ωB97M-V/def2-TZVPD.

The relative energy (zero: lowest compared OMol25 entry of this formula, charge and spin) comes out at 375.7 kJ/mol. The spin multiplicity is 1. As for the HOMO energy: -7.4 eV. The value obtained for the total energy is -703.34884 Ha.

The geometry in XYZ format:
```
11
Properties=species:S:1:pos:R:3:mulliken_charge:R:1
O 0.41410 0.65226 2.45866 -0.43
C 0.07728 0.98630 -0.21520 -0.22
H -0.96361 -1.59533 -1.74051 0.39
H 1.41409 -2.04588 -1.08601 0.37
H 0.01538 1.99428 -0.40143 0.54
C 0.84519 -1.20128 -0.75077 -0.21
O -0.78493 0.41351 -1.04869 -0.36
H -1.64620 0.72419 2.12366 0.32
C -0.59315 0.74368 1.79560 0.07
C -0.36019 -0.87262 -1.22580 -0.38
S 1.58205 0.20089 0.09049 -0.11
```

---

Record 5
Computed, not measured: one molecule with the formula C4H4O2S2 in a non-equilibrium geometry, with ωB97M-V/def2-TZVPD.

The relative energy (zero: lowest compared OMol25 entry of this formula, charge and spin) comes out at 116.7 kJ/mol. The spin multiplicity is 1. As for the HOMO energy: -8.3 eV. The value obtained for the total energy is -1101.61677 Ha.

The geometry in XYZ format:
```
12
Properties=species:S:1:pos:R:3:mulliken_charge:R:1
S 2.49847 -0.80383 -0.05269 -0.11
H 0.34215 -2.08700 0.48409 0.30
H 2.36058 1.59865 0.95427 0.28
H 2.66279 1.53738 -0.79615 0.32
O 0.68949 1.27535 -0.20553 -0.36
H -2.84094 1.38144 0.19968 0.31
O -1.89021 1.54322 0.13609 -0.37
S -2.56305 -0.92379 -0.12571 -0.36
C -1.49222 0.24799 0.04716 0.25
C 0.70796 -1.01707 0.27671 -0.09
C 2.13908 1.08031 -0.02646 -0.32
C -0.00241 0.13258 0.13059 0.17
```

---

Record 6
Computed, not measured: C4H4O2Sc as an isolated structure in a non-equilibrium geometry, with ωB97M-V/def2-TZVPD.

The relative energy (zero: lowest compared OMol25 entry of this formula, charge and spin) comes out at 211.1 kJ/mol. The spin multiplicity is 1. As for the HOMO energy (spin up / spin down): -22.0 / -24.1 eV. Its charge is +3. The value obtained for the total energy is -1064.51912 Ha.

The geometry in XYZ format:
```
11
Properties=species:S:1:pos:R:3:mulliken_charge:R:1
H 0.51284 -0.68514 -0.75552 0.45
H -0.04828 1.42089 2.99433 0.36
O -0.26273 -0.43072 -0.23829 -0.17
C -2.45658 -0.42521 1.48201 0.14
C 0.09201 0.19032 0.84694 0.25
C -0.97090 1.22668 2.44286 -0.31
H -1.84965 1.85446 2.60990 0.27
O -3.49178 -0.15652 2.08317 -0.53
Sc -5.32032 -0.82339 2.68577 1.71
H -2.02674 -1.51487 1.29258 0.32
C -1.13568 -0.00794 1.85398 0.50
```

---

Record 7
Computed, not measured: C4H4O2Tl as an isolated structure in a non-equilibrium geometry, with ωB97M-V/def2-TZVPD.

The relative energy (zero: lowest compared OMol25 entry of this formula, charge and spin) comes out at 0.0 kJ/mol. The spin multiplicity is 1. As for the HOMO energy: -13.9 eV. Its charge is +1. The value obtained for the total energy is -477.45761 Ha.

The geometry in XYZ format:
```
11
Properties=species:S:1:pos:R:3:mulliken_charge:R:1
H 2.11091 -0.19709 0.89389 0.30
C 1.78733 0.32825 -0.02230 -0.55
H -2.86105 0.90787 -0.11250 0.33
C 0.33356 0.23281 -0.09249 0.25
Tl -2.92490 -3.45992 0.19190 0.82
H 3.14441 1.71762 0.02469 0.32
H 2.19974 -0.23202 -0.88018 0.31
O 2.18459 1.67616 -0.02854 -0.49
C -2.26822 -0.01248 0.06665 0.03
C -0.87422 0.13510 -0.19123 0.18
O -2.83214 -1.09630 0.15009 -0.49
```

---

Record 8
Computed, not measured: one molecule with the formula C4H4O3, with ωB97M-V/def2-TZVPD.

The relative energy (zero: lowest compared OMol25 entry of this formula, charge and spin) comes out at 121.9 kJ/mol. The spin multiplicity is 1. As for the HOMO energy: -9.8 eV. The value obtained for the total energy is -380.50059 Ha.

The geometry in XYZ format:
```
11
Properties=species:S:1:pos:R:3:mulliken_charge:R:1
O -0.04141 -1.42688 -1.19156 -0.50
H -2.25939 -0.12148 -1.27510 0.30
O 2.20260 0.78115 -0.66762 -0.42
C 1.99554 0.23194 0.38292 0.02
O 0.29953 -0.47167 1.89920 -0.49
H 2.75214 0.12418 1.18386 0.35
C 0.60301 -0.28054 0.74528 0.42
H -1.35634 1.30488 -0.68237 0.30
H -2.13341 0.22713 0.48594 0.34
C -0.35505 -0.55091 -0.41948 0.75
C -1.61623 0.25826 -0.47902 -1.06
```

---

Record 9
Computed, not measured: a 2-piece molecular cluster, C4H4O3 overall in a non-equilibrium geometry, with ωB97M-V/def2-TZVPD.

The relative energy (zero: lowest compared OMol25 entry of this formula, charge and spin) comes out at 537.6 kJ/mol. The spin multiplicity is 1. As for the HOMO energy: -9.9 eV. The value obtained for the total energy is -380.34226 Ha.

The geometry in XYZ format:
```
11
Properties=species:S:1:pos:R:3:mulliken_charge:R:1
C -0.29228 0.16082 -0.70206 0.00
O 1.58870 -1.29739 1.08781 -0.39
C -1.07255 0.79556 -1.72466 -0.01
H 1.03694 0.67502 1.41494 0.23
C 1.81159 -0.14488 1.39077 0.00
O -0.93353 0.36002 -2.85097 -0.46
H 2.92747 0.26351 1.44049 0.23
O -1.19595 0.19607 1.02136 -0.42
H -1.04801 -1.76900 0.29105 0.33
C -0.86633 -0.69753 0.21538 0.17
H -1.83032 1.54456 -1.41264 0.32
```

---

Record 10
Computed, not measured: one molecule with the formula C4H4O3, with ωB97M-V/def2-TZVPD.

The relative energy (zero: lowest compared OMol25 entry of this formula, charge and spin) comes out at 323.8 kJ/mol. The spin multiplicity is 1. As for the HOMO energy: -10.4 eV. The value obtained for the total energy is -380.42370 Ha.

The geometry in XYZ format:
```
11
Properties=species:S:1:pos:R:3:mulliken_charge:R:1
O -2.19526 -1.14178 -0.31340 -0.51
H 0.18605 0.35706 2.17350 0.32
C 0.11450 0.03250 0.08695 0.83
H -0.55201 0.68054 -2.58144 0.48
H 1.00721 -1.12038 1.61757 0.32
O -0.23658 1.31393 -0.49817 -0.46
H 1.76597 0.47351 1.35123 0.33
O 0.74227 -0.37884 -1.15424 -0.46
C -0.43120 0.35327 -1.55126 0.10
C -1.21900 -0.50168 -0.52058 0.25
C 0.81805 -0.06813 1.38984 -1.18
```

---

Record 11
Computed, not measured: a 2-piece molecular cluster, C4H4O3S3 overall in a non-equilibrium geometry, with ωB97M-V/def2-TZVPD.

The spin multiplicity is 1. As for the HOMO energy: -1.0 eV. Its charge is -2. The value obtained for the total energy is -1575.12221 Ha.

The geometry in XYZ format:
```
14
Properties=species:S:1:pos:R:3:mulliken_charge:R:1
S 2.23616 -0.15982 -0.94560 -0.32
C 2.15973 1.41826 0.13344 0.37
H -2.13644 -0.97026 -1.13524 0.35
H -0.56735 0.30027 1.02127 0.45
O 2.31782 1.22417 1.30426 -0.56
S 2.13931 2.79868 -0.73909 -0.56
H 1.67930 -1.15979 -0.29464 0.11
O 0.12436 -2.27202 0.68008 -0.69
H -0.58998 2.47150 -0.09928 0.07
C -1.14253 0.37144 0.14137 -0.26
O -2.00054 -2.90842 0.53936 -0.75
C -1.08266 -2.10309 0.35670 0.31
S -1.64017 1.82103 -0.66640 -0.30
C -1.49702 -0.83197 -0.29624 -0.23
```

---

Record 12
Computed, not measured: one molecule with the formula C4H4O4 in a non-equilibrium geometry, with ωB97M-V/def2-TZVPD.

The relative energy (zero: lowest compared OMol25 entry of this formula, charge and spin) comes out at 203.9 kJ/mol. The spin multiplicity is 1. As for the HOMO energy: -10.8 eV. The value obtained for the total energy is -455.73535 Ha.

The geometry in XYZ format:
```
12
Properties=species:S:1:pos:R:3:mulliken_charge:R:1
O -2.54363 -1.09690 -0.00585 -0.45
H -0.14018 1.30521 0.71561 0.30
H -2.00411 -1.86809 0.39827 0.36
C 2.13425 -0.08584 -0.05406 0.54
H 1.55762 1.67788 -0.01831 0.33
O -2.66395 1.07368 -0.41886 -0.54
O 2.42386 1.20510 -0.03499 -0.40
C -1.97442 0.11928 0.05173 0.70
O 2.92964 -1.02478 -0.18082 -0.51
H 0.22240 -1.22439 -0.81274 0.27
C 0.54964 -0.38235 -0.12016 -0.20
C -0.49113 0.30120 0.48018 -0.38
```

---

Copy entry 1 word for word.
Computed, not measured: C4H4O2 as an isolated structure in a non-equilibrium geometry, with ωB97M-V/def2-TZVPD.

The relative energy (zero: lowest compared OMol25 entry of this formula, charge and spin) comes out at 560.2 kJ/mol. The spin multiplicity is 1. As for the HOMO energy: -9.4 eV. The value obtained for the total energy is -305.06609 Ha.

The geometry in XYZ format:
```
10
Properties=species:S:1:pos:R:3:mulliken_charge:R:1
O 0.84245 -0.76502 0.76811 -0.20
C 1.57674 -0.08357 -0.03675 -0.09
C 1.78244 0.35750 -1.16828 -0.07
C -1.34111 0.35840 0.61992 -0.61
H -0.53482 0.96662 0.63714 0.30
C 0.05503 -1.35097 -0.23383 -0.17
H -2.13792 0.78757 0.10265 0.28
H 2.41959 0.72056 -1.92966 0.36
H -1.54729 -0.18678 1.49873 0.30
O -1.11511 -0.80432 -0.25803 -0.09
```

---

Q: What is the formula in the third record?
A: C4H4O2Rh